Entry from the OMol25 dataset: the molecule C5H9NO (wB97M-V/def2-TZVPD).

The geometry in XYZ format:
```
16
C5H9NO | the OMol25 dataset | wB97M-V/def2-TZVPD
O -1.23653 1.62106 -0.62572
N 0.35395 -1.27806 -0.93656
C 0.78833 0.00652 -0.33372
C -1.07483 -0.90852 -0.80864
C -0.68014 0.37468 -0.09048
C -1.23250 1.09335 1.06390
C 1.66448 -0.07643 0.89910
H 0.59712 -2.06230 -0.34214
H -2.29657 0.80462 1.12763
H 1.14277 -0.60380 1.70488
H 2.59990 -0.60375 0.67826
H 1.26204 0.63322 -1.10096
H -0.55704 2.30839 -0.56176
H -1.54694 -0.73939 -1.78060
H -1.69823 -1.59626 -0.22676
H 1.90518 0.92568 1.26467
```

Output
- Total energy: -325.73124 a.u.
- Energy above the lowest of the compared OMol25 structures with the same formula, charge and spin: 5.6140 eV
- LUMO: 0.76 eV
- Molar mass: 99.1 g/mol

These are the Mulliken partial charges, in e, on atoms 1 to 8: O -0.480; N -0.500; C -0.022; C -0.590; C 0.926; C -0.758; C -1.422; H 0.304